1.
{"formula": "C8H8NO4S", "method": "wB97M-V/def2-TZVPD", "elements": ["C", "C", "C", "C", "C", "C", "C", "C", "N", "O", "O", "O", "O", "S", "H", "H", "H", "H", "H", "H", "H", "H"], "positions_angstrom": [[-2.672, 1.737, -0.209], [-2.220, 1.042, -1.304], [-2.187, 1.405, 1.065], [-1.067, 0.172, -1.268], [-1.270, 0.348, 1.186], [-0.648, -0.084, -0.003], [0.995, -2.488, -0.307], [1.159, -1.112, 0.240], [1.684, -0.891, 1.536], [0.312, -3.398, 0.090], [3.600, -0.365, -0.244], [1.997, -2.497, -1.123], [1.607, 1.141, -0.955], [2.345, -0.452, -0.994], [-3.478, 2.548, -0.310], [-2.678, 1.259, -2.308], [-2.559, 1.904, 2.025], [-0.494, -0.003, -2.071], [-0.926, 0.025, 2.189], [1.744, -1.711, 2.230], [2.164, 1.900, -0.880], [2.591, -0.479, 1.417]], "lowdin_charge": [-0.157, -0.107, -0.128, -0.077, -0.086, -0.064, -0.704, -0.373, 0.053, 0.036, -0.485, -0.165, -0.356, 0.962, 0.110, 0.101, 0.108, 0.058, 0.098, 0.134, 0.011, 0.032], "charge": -1, "relative_energy_ev": 2.7885, "energy_ev": -28939.16864, "homo_energy_ev": -4.5, "orbital_gap_ev": 7.9, "e_lumo_ev": 3.39}



2.
{"formula": "C7H9NO", "method": "wB97M-V/def2-TZVPD", "elements": ["C", "C", "C", "C", "C", "C", "H", "H", "H", "H", "H", "H", "N", "C", "O", "H", "H", "H"], "positions_angstrom": [[0.942, -0.963, 0.313], [0.885, -2.025, 1.216], [2.021, -2.386, 1.942], [3.214, -1.684, 1.764], [3.271, -0.622, 0.862], [2.135, -0.261, 0.136], [0.048, -0.679, -0.258], [-0.054, -2.577, 1.355], [1.976, -3.222, 2.652], [4.108, -1.968, 2.335], [4.210, -0.070, 0.722], [2.180, 0.575, -0.574], [1.193, 0.875, 3.570], [2.304, 1.345, 4.194], [2.298, 2.134, 5.122], [0.273, 1.192, 3.886], [1.267, 0.212, 2.795], [3.245, 0.927, 3.761]], "lowdin_charge": [-0.108, -0.108, -0.103, -0.108, -0.108, -0.103, 0.108, 0.108, 0.108, 0.109, 0.109, 0.108, 0.125, -0.427, -0.009, 0.115, 0.060, 0.124], "relative_energy_ev": 0.0000, "energy_ev": -10942.81443, "homo_energy_ev": -9.8, "orbital_gap_ev": 10.6, "smiles": "c1ccccc1.NC=O", "e_lumo_ev": 0.86}



Max |F| values (in eV Å⁻¹) by entry order: 5.8, 0.8.